C18H55AsF6N3O11 | ωB97M-V/def2-TZVPD

Summary:
Total charge: -1
Orbital gap (eV): 9.374
Highest occupied orbital energy (eV): -7.16

Geometry (Å):
1 As 0.5564 0.5157 1.7758
2 F -0.2016 -0.6332 0.7022
3 F 0.3917 1.7360 0.5087
4 F 1.2947 1.6716 2.8427
5 F 0.8248 -0.8166 2.8915
6 F 2.1798 0.2337 1.1303
7 F -1.0290 0.8680 2.4124
8 C -0.1586 -0.8094 -6.1786
9 C -0.3492 0.6585 -5.8272
10 C -0.7980 0.8356 -4.3504
11 O 0.2756 0.3950 -3.5486
12 C -0.1136 0.3122 -2.1637
13 N 0.8806 1.4111 -6.1127
14 H 0.7066 -1.2332 -5.6708
15 H -0.1189 -0.9849 -7.2537
16 H -1.0452 -1.3789 -5.8733
17 H -1.1456 1.0029 -6.4941
18 H -1.7407 0.2863 -4.2413
19 H -0.9531 1.8971 -4.1185
20 H -0.8695 -0.4577 -2.0335
21 H -0.4589 1.3033 -1.8451
22 H 0.8457 0.2521 -1.6535
23 H 1.4445 1.4035 -5.2587
24 H 0.6378 2.4048 -6.1175
25 C -5.2479 1.1670 -0.3932
26 C -3.8055 1.6381 -0.3617
27 C -3.6751 3.0013 -1.0663
28 O -3.4875 2.7388 -2.4418
29 C -3.6001 3.9026 -3.2533
30 N -3.3698 1.7726 1.0117
31 H -5.5592 1.0833 -1.4381
32 H -5.9415 1.8341 0.1211
33 H -5.3629 0.1941 0.0931
34 H -3.1920 1.0155 -1.0278
35 H -2.7576 3.4633 -0.6762
36 H -4.5116 3.6785 -0.8673
37 H -4.5827 4.3460 -3.0408
38 H -3.5222 3.6076 -4.2924
39 H -2.8664 4.6359 -2.9017
40 H -2.3870 2.0317 1.0355
41 H -3.3743 0.9024 1.5320
42 C -1.4918 -6.0359 2.8306
43 C -0.9654 -5.0970 1.7043
44 C -1.9466 -3.9731 1.3659
45 O -3.2538 -4.4747 1.4375
46 C -4.2170 -3.5243 1.0704
47 N 0.3383 -4.5334 2.0725
48 H -1.2433 -7.0697 2.5917
49 H -2.5623 -5.9541 3.0068
50 H -1.0135 -5.7847 3.7793
51 H -0.8242 -5.7469 0.8364
52 H -1.7109 -3.4877 0.4098
53 H -1.7468 -3.1486 2.0712
54 H -4.2404 -3.2510 0.0088
55 H -4.0136 -2.5599 1.5623
56 H -5.1906 -3.8592 1.4195
57 H 0.7735 -4.8571 2.9294
58 H 0.1224 -3.5736 2.3560
59 C 4.6783 -1.2109 -1.2535
60 C 4.2622 -2.2012 -2.3166
61 O 5.3161 -3.0915 -2.6808
62 O 5.6894 -0.2879 -1.7343
63 H 4.9670 -1.6569 -0.3033
64 H 3.8499 -0.5295 -1.0754
65 H 3.8961 -1.6525 -3.1908
66 H 3.3971 -2.7561 -1.9525
67 H 6.0405 -2.5092 -2.9351
68 H 6.5441 -0.7295 -1.7659
69 C 0.2883 1.0703 6.8928
70 C -0.3935 -0.0434 6.0877
71 O 0.5640 -1.0099 5.6950
72 O -0.7062 1.6437 7.7578
73 H 0.6687 1.8510 6.2294
74 H 1.0900 0.6486 7.5029
75 H -0.9154 0.4736 5.2804
76 H -1.0870 -0.5727 6.7406
77 H 0.7308 -0.9202 4.7459
78 H -0.2662 2.2281 8.3788
79 C 3.4108 2.7829 -0.9154
80 C 3.3567 2.1408 -2.3325
81 O 4.6714 2.0894 -2.8909
82 O 2.2037 3.5262 -0.6817
83 H 4.2570 3.4631 -0.8521
84 H 3.4717 2.0167 -0.1401
85 H 2.6295 2.6895 -2.9276
86 H 2.9495 1.1316 -2.2459
87 H 5.1066 1.3489 -2.4169
88 H 1.5505 2.9123 -0.3006
89 O 2.1351 4.0339 4.2307
90 H 1.6731 3.5966 3.5028
91 H 3.0569 4.0497 3.9534
92 O 3.7529 -0.0365 3.7209
93 H 3.2483 -0.0265 2.8932
94 H 3.2852 0.5825 4.2918


C18H55FeO23PPd | ωB97M-V/def2-TZVPD

Summary:
Multiplicity: 7
Orbital gap (alpha / beta) (eV): 7.778 / 6.036
⟨S²⟩: 12.013
Highest occupied orbital energy (alpha / beta) (eV): -8.35 / -7.95

Geometry (Å):
1 Fe 2.4024 -1.5782 -1.2702
2 Pd 1.4772 0.4915 1.6880
3 O 3.6833 -0.1338 -0.9874
4 H 4.3266 -0.7190 -0.5580
5 P 0.0404 -0.6425 -0.5110
6 O 1.3359 -1.0909 0.2575
7 O 0.8012 -0.6042 -1.8601
8 O -0.1891 0.6287 0.3217
9 O -1.0107 -1.7228 -0.3270
10 C 0.5914 3.0233 3.9351
11 C 0.3960 4.5060 3.6646
12 O 1.4467 5.1584 2.9638
13 O 0.3187 2.2197 2.7943
14 H -0.0813 2.6554 4.7117
15 H 1.6348 2.9992 4.2580
16 H 0.1794 4.9687 4.6362
17 H -0.5223 4.6880 3.0903
18 H 1.4315 6.0614 3.2923
19 H -0.5852 2.3872 2.4442
20 C -1.0189 -2.7466 -4.4752
21 C -1.4994 -1.2969 -4.5650
22 O -0.4832 -0.3368 -4.3503
23 O -0.4237 -3.1956 -5.7070
24 H -1.8747 -3.3926 -4.2813
25 H -0.2324 -2.7432 -3.7212
26 H -2.1550 -1.1194 -3.6979
27 H -2.0995 -1.1033 -5.4523
28 H -0.1147 -0.4064 -3.4560
29 H -1.1430 -3.4991 -6.2663
30 C -2.2900 -4.5425 -1.9741
31 C -1.9577 -5.4894 -0.8141
32 O -0.6557 -5.1127 -0.3051
33 O -2.7750 -3.3005 -1.4665
34 H -3.0241 -5.0183 -2.6283
35 H -1.3958 -4.4044 -2.5868
36 H -1.8357 -6.5101 -1.1844
37 H -2.6782 -5.4899 0.0021
38 H -0.8079 -4.4259 0.3666
39 H -1.9881 -2.7943 -1.1476
40 C 0.4302 6.2148 -0.2660
41 C 0.1807 4.8559 -0.8628
42 O 0.6459 3.8614 0.0757
43 O 1.7965 6.4920 0.0288
44 H -0.0763 6.3478 0.6889
45 H -0.0227 6.9426 -0.9490
46 H 0.6821 4.6249 -1.8046
47 H -0.8948 4.6679 -0.9224
48 H 0.1473 3.0525 -0.0962
49 H 2.2234 7.0577 -0.6183
50 C 1.1390 -1.4949 4.3837
51 C 1.5173 -0.2895 5.2138
52 O 2.9177 -0.0104 4.9982
53 O 0.9100 -1.1671 3.0123
54 H 0.1811 -1.7980 4.8312
55 H 1.8671 -2.3042 4.4460
56 H 1.4488 -0.5078 6.2753
57 H 0.8848 0.5471 4.9114
58 H 3.0476 0.2403 4.0749
59 H 0.4830 -1.9537 2.6291
60 C -2.9329 3.0637 0.8158
61 C -3.1049 2.2968 -0.4835
62 O -1.8498 2.1783 -1.1545
63 O -2.0646 2.2984 1.6539
64 H -3.8612 3.3431 1.3205
65 H -2.4389 4.0145 0.5896
66 H -3.6797 2.9851 -1.1122
67 H -3.6410 1.3543 -0.3778
68 H -1.3368 1.4402 -0.7519
69 H -1.8595 1.4475 1.2485
70 C 2.2019 3.2882 -4.1873
71 C 2.2451 1.8173 -3.6960
72 O 1.8888 1.7972 -2.3182
73 O 3.2453 4.0370 -3.5964
74 H 1.2470 3.7421 -3.9169
75 H 2.4290 3.2065 -5.2504
76 H 3.2428 1.4203 -3.8949
77 H 1.4709 1.3191 -4.2869
78 H 1.3494 0.9999 -2.2186
79 H 3.2486 3.9038 -2.6413
80 C 2.0873 -4.5039 -0.8446
81 C 2.7045 -3.9574 0.4220
82 O 3.5915 -2.8607 0.0757
83 O 1.3180 -3.4408 -1.4179
84 H 1.4498 -5.3632 -0.6452
85 H 2.8475 -4.8038 -1.5715
86 H 3.2754 -4.7575 0.8969
87 H 1.9201 -3.6077 1.0941
88 H 4.0317 -2.6435 0.9071
89 H 0.3828 -3.6748 -1.2428
90 C -2.2572 -2.6754 2.8319
91 C -3.4865 -2.0959 2.1212
92 O -3.1513 -0.8117 1.6437
93 O -1.1087 -2.8795 2.0150
94 H -2.4621 -3.6162 3.3546
95 H -1.9469 -1.9383 3.5854
96 H -4.2799 -2.0635 2.8642
97 H -3.7122 -2.7326 1.2584
98 H -2.5561 -0.8656 0.8852
99 H -1.1801 -2.4091 1.1414


C18H55N3O8 | ωB97M-V/def2-TZVPD

Summary:
Total charge: +1
Multiplicity: 2
Orbital gap (alpha / beta) (eV): 8.206 / 2.303
⟨S²⟩: 0.755
Highest occupied orbital energy (alpha / beta) (eV): -11.18 / -11.18

Geometry (Å):
1 C -10.3294 5.8128 -8.5203
2 C -9.7651 4.9022 -9.6779
3 C -8.7192 3.9168 -9.4272
4 O -10.8788 4.1160 -9.9394
5 H -10.9405 6.5796 -8.9963
6 H -9.5229 6.2221 -7.9118
7 H -10.8533 5.2145 -7.7749
8 H -9.5861 5.5143 -10.5619
9 H -9.0996 3.1897 -8.7098
10 H -7.7827 4.3188 -9.0406
11 H -8.4778 3.3818 -10.3457
12 H -11.5139 4.6895 -10.3746
13 C -8.6271 7.7240 -13.1920
14 C -8.5067 9.2060 -13.3635
15 C -7.1621 9.5379 -13.9790
16 O -9.4735 9.8939 -14.0519
17 H -7.7627 7.2974 -12.6831
18 H -8.7465 7.3064 -14.1917
19 H -9.5178 7.3842 -12.6636
20 H -8.5529 9.5523 -12.3310
21 H -6.3221 9.2299 -13.3564
22 H -7.0798 10.6248 -13.9779
23 H -7.1198 9.0506 -14.9530
24 H -9.8622 9.3098 -14.7072
25 O -13.7130 6.5915 -10.2215
26 H -14.0305 6.0082 -10.9109
27 H -13.4791 7.3990 -10.6792
28 O -13.6971 8.5877 -8.2712
29 H -13.9131 9.3488 -8.8100
30 H -13.5998 7.8703 -8.8974
31 O -11.4153 1.0534 -9.6862
32 H -11.5130 2.0050 -9.6534
33 H -10.9127 0.8365 -8.9010
34 C -6.0884 3.2977 -4.0311
35 C -6.6165 4.4336 -3.1959
36 C -7.9395 5.0886 -3.5587
37 O -7.8648 5.6468 -4.8911
38 C -8.9717 6.5105 -5.1732
39 N -6.6708 3.9593 -1.7971
40 H -6.8657 2.6165 -4.3771
41 H -5.2552 2.7245 -3.6245
42 H -5.6450 3.6696 -4.9548
43 H -5.9028 5.2540 -3.1198
44 H -8.1858 5.8836 -2.8548
45 H -8.8306 4.4641 -3.4944
46 H -8.8201 7.1350 -6.0536
47 H -9.1934 7.2732 -4.4268
48 H -9.8561 5.8751 -5.2199
49 H -5.7296 3.7942 -1.4701
50 H -6.7754 4.7586 -1.1885
51 C -13.4584 -1.4655 -6.5004
52 C -14.2409 -0.2998 -6.9980
53 C -13.7752 1.1413 -6.4559
54 O -12.4293 1.4086 -6.8032
55 C -12.1226 2.6234 -6.0576
56 N -14.3338 -0.2702 -8.4419
57 H -12.3918 -1.2913 -6.6421
58 H -13.5835 -2.3641 -7.1044
59 H -13.7057 -1.7170 -5.4690
60 H -15.3082 -0.4398 -6.8268
61 H -13.8656 1.0494 -5.3736
62 H -14.4609 1.9008 -6.8315
63 H -12.7963 3.4636 -6.2262
64 H -11.1402 2.9600 -6.3888
65 H -11.9549 2.5076 -4.9868
66 H -13.5598 0.3122 -8.7280
67 H -15.1451 0.3314 -8.4395
68 C -9.2570 11.3994 -9.7131
69 C -9.7400 10.2489 -8.9195
70 C -8.6320 9.3648 -8.3759
71 O -7.9608 8.4365 -9.2876
72 C -6.9925 7.6185 -8.6649
73 N -10.6656 10.7714 -7.9382
74 H -8.8244 12.2069 -9.1225
75 H -9.8553 11.8351 -10.5132
76 H -8.4637 10.9576 -10.3160
77 H -10.3215 9.6817 -9.6464
78 H -9.0994 8.6986 -7.6508
79 H -7.9116 10.0271 -7.8958
80 H -5.9659 7.9196 -8.4559
81 H -6.9776 6.8084 -9.3939
82 H -7.3149 7.0842 -7.7712
83 H -11.1545 10.0701 -7.4004
84 H -10.0202 11.0591 -7.2165


C18H56N6O10 | ωB97M-V/def2-TZVPD

Summary:
Energy relative to the best compared isomer or geometry (same formula, charge and spin) (kcal/mol): 269.9
Orbital gap (eV): 8.861
Highest occupied orbital energy (eV): -8.75
Structure (SMILES): NC(N)=O.NC(N)=O.NC(N)=O.CC(C)O.CC(C)O.CC(C)O.CC(C)O.CO.CO.CO

Geometry (Å):
1 C -18.9888 -12.9701 1.0849
2 O -19.6689 -12.3138 2.0847
3 H -19.3166 -13.9821 1.2043
4 H -17.9470 -12.9066 1.3627
5 H -19.1615 -12.5942 0.1425
6 H -19.2428 -11.4494 2.2780
7 C -15.2515 -12.9411 2.4685
8 O -14.6173 -14.0480 2.8682
9 H -14.9163 -12.7668 1.3945
10 H -14.9712 -12.0770 3.0614
11 H -16.2805 -13.0876 2.4534
12 H -14.1977 -14.4059 2.0317
13 C -19.8990 -16.1070 3.4240
14 O -20.6225 -15.0103 3.9293
15 H -19.6455 -16.8698 4.0991
16 H -19.0831 -15.6604 2.8898
17 H -20.4597 -16.7040 2.6962
18 H -20.8492 -14.5482 3.1502
19 C -17.6267 -10.2648 3.7588
20 O -17.7197 -10.4435 2.3949
21 N -17.1679 -11.0819 4.6222
22 N -18.1189 -9.2480 4.4287
23 H -16.9370 -11.9973 4.1784
24 H -17.1392 -10.9701 5.6342
25 H -18.7185 -8.5876 3.9116
26 H -17.7065 -8.8503 5.2720
27 C -19.6621 -12.3760 -3.0460
28 O -18.5062 -12.3605 -2.2201
29 N -19.8006 -13.1867 -4.0297
30 N -20.6075 -11.4385 -2.9158
31 H -19.0880 -13.9631 -4.1984
32 H -20.6039 -13.2234 -4.6851
33 H -20.5996 -10.7392 -2.1161
34 H -21.5234 -11.3393 -3.3113
35 C -19.5084 -9.7426 -0.2768
36 O -20.1171 -9.7114 0.8938
37 N -18.3549 -10.2703 -0.3786
38 N -20.0245 -9.2857 -1.3964
39 H -18.1143 -10.6750 0.5485
40 H -17.9874 -10.6491 -1.2762
41 H -20.9484 -8.7624 -1.1131
42 H -19.4884 -9.0067 -2.2101
43 C -22.2034 -12.5688 0.0460
44 C -22.5399 -13.4887 1.2168
45 C -22.1594 -14.9753 0.7720
46 O -22.1446 -13.1795 2.3306
47 H -21.4016 -12.9419 -0.6768
48 H -21.7680 -11.6125 0.3478
49 H -23.1118 -12.4851 -0.4474
50 H -23.5875 -13.4037 1.4037
51 H -22.5143 -15.6076 1.5860
52 H -21.0881 -15.1811 0.8115
53 H -22.6471 -15.2516 -0.1095
54 H -21.2775 -12.7624 2.1322
55 C -21.4496 -10.0809 4.0203
56 C -21.0793 -10.8039 5.3393
57 C -20.5631 -12.2193 5.3564
58 O -20.2234 -10.1678 5.9937
59 H -20.6791 -10.2235 3.2521
60 H -21.6296 -9.0814 4.2822
61 H -22.3424 -10.4722 3.4983
62 H -21.9913 -10.7867 5.9362
63 H -21.2401 -12.9465 4.9839
64 H -20.1702 -12.5816 6.2825
65 H -19.6817 -12.3920 4.6937
66 H -19.4989 -10.0763 5.3621
67 C -14.3096 -13.3332 -1.0534
68 C -15.7096 -13.2331 -1.5430
69 C -16.1040 -14.5454 -2.1739
70 O -16.4906 -12.8053 -0.7347
71 H -14.4085 -13.8912 -0.1495
72 H -13.9284 -12.3035 -0.7739
73 H -13.5630 -13.7760 -1.6547
74 H -15.6304 -12.4920 -2.2850
75 H -16.3069 -15.4130 -1.5264
76 H -15.3445 -14.9316 -2.8143
77 H -16.9364 -14.4315 -2.7985
78 H -17.3640 -12.7060 -1.2082
79 C -17.0872 -15.7421 1.1396
80 C -16.6029 -17.1509 1.2916
81 C -17.6818 -18.2580 1.4735
82 O -15.9709 -17.5567 0.3202
83 H -16.3330 -15.0217 0.7254
84 H -17.2124 -15.2312 2.0380
85 H -17.9776 -15.7319 0.4983
86 H -15.7855 -17.2022 2.0156
87 H -17.3323 -19.2249 1.5805
88 H -18.4884 -18.0931 0.8494
89 H -18.0672 -17.9356 2.4387
90 H -15.0979 -17.2140 0.4039


C18H56O10 | ωB97M-V/def2-TZVPD

Summary:
Energy relative to the best compared isomer or geometry (same formula, charge and spin) (kcal/mol): 152.3
Orbital gap (eV): 9.607
Highest occupied orbital energy (eV): -9.52
Structure (SMILES): CC(C)O.CC(C)O.CC(C)O.CC(C)O.CO.CO.CO.CO.CO.CO

Geometry (Å):
1 C 2.3478 2.7221 2.0986
2 O 2.9695 1.9673 3.1195
3 H 1.3196 2.4008 1.9321
4 H 2.2353 3.7353 2.4845
5 H 3.0062 2.8765 1.2438
6 H 3.9196 2.1003 3.0852
7 C 0.8829 0.6970 5.4161
8 O 0.5969 1.4773 4.2433
9 H 1.9627 0.6342 5.5510
10 H 0.5192 1.2008 6.3116
11 H 0.4611 -0.3063 5.3555
12 H 1.4564 1.5754 3.8271
13 C -1.1149 -1.6465 -4.6671
14 O -0.5154 -2.2731 -5.8383
15 H -0.5201 -2.0089 -3.8288
16 H -1.1783 -0.5583 -4.6678
17 H -2.1886 -1.8270 -4.7196
18 H -1.0462 -3.0693 -5.9154
19 C -2.5569 -2.2037 3.8599
20 O -3.7842 -2.8321 3.7295
21 H -2.0269 -2.7537 4.6376
22 H -2.0387 -2.4001 2.9213
23 H -2.6288 -1.1797 4.2264
24 H -3.5235 -3.5865 3.1961
25 C 2.2174 4.4455 -1.8958
26 O 2.0851 5.8825 -1.6930
27 H 1.7278 4.0660 -2.7927
28 H 3.2840 4.2380 -1.9813
29 H 1.7764 3.7839 -1.1502
30 H 2.6147 6.2970 -2.3780
31 C 4.4666 0.7758 -1.7257
32 O 4.8486 -0.5711 -1.8395
33 H 4.9398 1.2008 -0.8405
34 H 4.8557 1.4322 -2.5040
35 H 3.4047 1.0095 -1.8030
36 H 4.6108 -0.9094 -2.7059
37 C -1.4178 -0.4383 -0.5623
38 C -0.4914 -0.2902 0.6870
39 C 0.8920 0.1826 0.3270
40 O -1.1048 0.6491 1.4600
41 H -2.4753 -0.3817 -0.3043
42 H -1.2051 -1.2918 -1.2060
43 H -1.2619 0.3018 -1.3473
44 H -0.4023 -1.2282 1.2350
45 H 0.9108 1.2453 0.0855
46 H 1.3889 -0.4846 -0.3773
47 H 1.5461 0.2521 1.1961
48 H -0.7370 0.6326 2.3466
49 C 3.9975 -1.8748 1.0863
50 C 5.1525 -2.8274 0.6315
51 C 4.7289 -3.8797 -0.4304
52 O 6.1575 -2.0470 0.1083
53 H 3.1307 -2.4350 1.4368
54 H 3.5789 -1.1244 0.4156
55 H 4.2900 -1.3013 1.9658
56 H 5.5615 -3.3815 1.4764
57 H 3.9158 -4.4735 -0.0130
58 H 5.5762 -4.4805 -0.7611
59 H 4.2169 -3.5780 -1.3442
60 H 5.7775 -1.3979 -0.4882
61 C -3.6780 3.3975 -0.7540
62 C -2.5478 3.6874 0.1893
63 C -2.4020 5.1425 0.6044
64 O -2.7600 2.9344 1.3196
65 H -4.6484 3.6165 -0.3086
66 H -3.6440 2.3952 -1.1812
67 H -3.5963 4.0593 -1.6161
68 H -1.6179 3.3879 -0.2943
69 H -1.6663 5.1691 1.4082
70 H -3.3990 5.4509 0.9191
71 H -2.2167 5.7683 -0.2685
72 H -2.2834 2.1358 1.0812
73 C -5.5013 -3.3194 -0.7483
74 C -5.0714 -3.2614 -2.2198
75 C -3.5199 -3.1719 -2.3828
76 O -5.3561 -4.3457 -3.0013
77 H -6.5882 -3.3290 -0.6678
78 H -5.1195 -2.6161 -0.0083
79 H -5.0509 -4.2383 -0.3730
80 H -5.4819 -2.3169 -2.5768
81 H -3.2043 -3.5291 -3.3630
82 H -3.0053 -3.7400 -1.6079
83 H -3.2443 -2.1278 -2.2345
84 H -5.5097 -3.8899 -3.8321


What did we get for M? Answer: 678.56; 832.85; 441.65; 516.68; 432.64 g/mol, in the order shown.